Record 1
Density functional theory data (ωB97M-V/def2-TZVPD) for one molecule with the formula C19H22N4O3S2.

Structure (XYZ):
```
50
Properties=species:S:1:pos:R:3:forces:R:3:nbo_charge:R:1
C 3.972341 5.184154 1.067010 0.0 -0.1 0.2 -0.607
C 3.535055 4.320391 2.244703 -0.2 0.0 -0.1 -0.400
C 2.314704 3.451475 1.940557 0.2 0.0 -0.1 -0.415
C 2.623260 2.321017 0.958882 -0.6 0.4 0.1 -0.234
N 3.612878 1.418902 1.515696 0.1 -0.6 0.7 -0.861
S 3.168752 0.351575 2.715408 0.3 -0.1 -0.4 2.324
O 4.289376 -0.527541 2.872526 0.0 -0.1 -0.3 -0.943
O 2.688483 1.083032 3.846081 -0.3 0.1 -0.2 -0.933
C 1.805267 -0.574489 2.008517 0.5 0.3 0.4 -0.347
C 0.504317 -0.131808 2.220375 -0.1 0.1 0.1 -0.211
C -0.570832 -0.791077 1.657102 0.2 -0.1 -0.1 -0.223
C -0.296582 -1.909182 0.877651 0.8 0.0 0.1 0.190
N -1.152152 -2.743056 0.204136 -0.1 -0.3 0.0 -0.570
C -0.393793 -3.643925 -0.367738 -0.2 0.1 0.1 0.245
S -0.942045 -4.955211 -1.357147 -0.1 -0.3 -0.2 0.306
C -2.750593 -4.810143 -1.164897 0.3 0.1 -0.1 -0.606
C -3.367261 -3.788828 -2.126903 0.2 -0.2 0.4 0.664
O -3.971851 -4.144659 -3.113000 -0.1 -0.1 -0.3 -0.602
N -3.155695 -2.518762 -1.720718 0.1 0.3 0.3 -0.654
C -3.534180 -1.326455 -2.344503 -0.1 0.1 -0.3 0.234
C -3.071497 -0.138902 -1.779210 0.0 -0.1 0.0 -0.275
C -3.411226 1.076766 -2.339545 0.0 0.0 0.0 -0.185
C -4.214599 1.123251 -3.467414 0.0 0.1 -0.1 -0.240
C -4.673258 -0.055787 -4.029539 0.0 0.1 0.1 -0.188
C -4.340199 -1.279688 -3.477452 -0.1 -0.2 -0.1 -0.271
N 0.935230 -3.462613 -0.117527 -0.1 -0.2 -0.2 -0.537
C 1.037098 -2.349310 0.682149 -0.3 0.7 0.4 0.091
C 2.109790 -1.680794 1.241982 0.1 -0.2 -0.1 -0.209
H 3.148526 5.806272 0.722087 -0.1 0.1 -0.1 0.199
H 4.790525 5.835782 1.363883 0.1 0.1 -0.1 0.213
H 4.315625 4.574569 0.235093 0.1 0.0 -0.2 0.193
H 3.291308 4.970282 3.086983 0.1 0.0 0.1 0.204
H 4.352512 3.667691 2.552388 0.0 0.1 0.1 0.213
H 1.513565 4.065101 1.522365 -0.1 0.0 0.0 0.200
H 1.967191 3.006506 2.872124 -0.2 0.1 -0.1 0.233
H 3.026794 2.731631 0.031361 0.0 -0.1 0.0 0.209
H 1.695458 1.780634 0.714425 0.1 0.1 -0.1 0.190
H 4.179519 0.936998 0.837526 0.2 -0.1 -0.1 0.405
H 0.362308 0.728475 2.854538 -0.1 0.1 0.1 0.245
H -1.585206 -0.463701 1.817067 -0.1 0.0 0.0 0.230
H -2.944540 -4.558804 -0.123550 -0.1 -0.1 0.0 0.254
H -3.138628 -5.799358 -1.405234 0.0 0.1 0.0 0.261
H -2.577364 -2.402493 -0.881439 -0.2 -0.2 -0.2 0.438
H -2.442384 -0.179787 -0.900770 0.1 0.0 0.1 0.206
H -3.047646 1.991321 -1.894352 0.0 0.1 0.0 0.211
H -4.480546 2.073932 -3.904308 0.0 0.1 0.0 0.212
H -5.299609 -0.026002 -4.908556 -0.1 0.0 -0.1 0.214
H -4.696665 -2.195922 -3.917208 0.0 0.0 0.0 0.253
H 1.684115 -4.046547 -0.449183 0.0 0.0 0.0 0.431
H 3.134355 -1.994914 1.127578 0.1 -0.1 0.0 0.246
```
Forces are in eV/Å.

Summary:
SMILES   CCCCNS(=O)(=O)c1ccc2nc(SCC(=O)Nc3ccccc3)[nH]c2c1
HOMO-LUMO gap   8.6 eV
DFT total energy   -53834.620 eV
Highest occupied orbital energy   -8.493 eV
Molar mass   418.5 g mol⁻¹
Charge   0
Energy relative to the best compared isomer or geometry (same formula, charge and spin)   1.5 kJ/mol

=====

Record 2
Density functional theory data (ωB97M-V/def2-TZVPD) for one molecule with the formula C19H22N6.

Structure (XYZ):
```
47
Properties=species:S:1:pos:R:3:forces:R:3:nbo_charge:R:1
C -5.959908 -0.678343 0.636761 0.0 -0.2 0.1 -0.423
N -5.258564 0.226569 -0.237649 -0.2 0.1 0.0 -0.391
C -5.991443 1.369729 -0.706288 -0.1 0.2 -0.1 -0.394
C -3.966182 0.043885 -0.510902 0.5 0.0 -0.4 0.351
N -3.320550 -0.977237 -0.099446 -0.6 -0.2 0.3 -0.552
C -1.979862 -1.162516 -0.166098 0.5 0.5 0.1 0.443
N -1.573326 -2.357738 -0.595738 -0.4 -0.3 -0.2 -0.462
C -0.290900 -2.654503 -0.600000 0.3 0.3 0.1 0.101
C 0.682264 -1.773054 -0.155196 -0.3 0.4 0.1 -0.126
C 2.111611 -1.813062 -0.037788 0.3 0.3 0.1 -0.113
C 3.070943 -2.766450 -0.350442 0.0 0.1 0.0 -0.178
C 4.397813 -2.463506 -0.117187 0.1 -0.2 -0.1 -0.236
C 4.769707 -1.230308 0.412659 0.0 0.0 0.0 -0.204
C 3.831308 -0.266656 0.731871 0.0 0.1 0.1 -0.264
C 2.497149 -0.568454 0.510236 0.3 -0.7 -0.2 0.234
N 1.370518 0.199703 0.742598 -0.2 -0.2 -0.1 -0.401
C 1.375312 1.532727 1.279114 -0.2 0.7 0.0 -0.217
C 1.423604 2.616153 0.188050 0.1 -0.3 0.3 -0.228
N 2.690232 2.570096 -0.528085 -0.1 0.0 0.0 -0.460
C 2.584195 1.925459 -1.819801 0.0 0.0 0.0 -0.410
C 3.337313 3.859890 -0.634679 0.0 0.0 0.0 -0.402
C 0.277135 -0.501092 0.328767 0.0 -0.5 -0.2 0.327
C -1.081228 -0.165461 0.319412 0.1 -1.1 -0.5 -0.380
C -1.596323 1.060631 0.755072 -0.4 0.8 0.3 0.303
N -2.064483 2.058574 1.090603 0.0 0.1 0.0 -0.362
H -6.209427 -0.186548 1.580482 0.0 0.0 0.0 0.197
H -5.311791 -1.529334 0.830818 -0.1 0.0 0.0 0.252
H -6.882082 -1.017411 0.160766 0.0 0.0 0.0 0.196
H -6.873174 1.049278 -1.268475 0.0 0.1 0.0 0.196
H -5.363901 1.980515 -1.351498 0.0 0.0 0.0 0.212
H -6.323563 1.981603 0.137501 0.0 0.0 0.0 0.198
H -3.528895 0.803509 -1.169024 0.0 0.0 0.1 0.168
H -0.037186 -3.637566 -0.974485 0.1 -0.1 0.0 0.194
H 2.780632 -3.718558 -0.768157 0.0 -0.1 0.0 0.213
H 5.162006 -3.189157 -0.353226 0.1 -0.1 0.0 0.212
H 5.816813 -1.020732 0.574532 0.1 0.0 0.0 0.213
H 4.133646 0.692932 1.119260 0.0 0.1 0.0 0.228
H 0.474855 1.674487 1.882401 0.2 -0.1 0.0 0.225
H 2.251433 1.637216 1.922118 -0.1 0.0 0.0 0.214
H 0.567839 2.487291 -0.488115 0.0 0.1 0.0 0.189
H 1.305765 3.582652 0.683198 0.0 0.0 0.0 0.206
H 3.584054 1.789412 -2.230185 0.0 0.0 -0.1 0.203
H 2.128662 0.944431 -1.707518 0.0 -0.1 -0.1 0.203
H 1.986968 2.510908 -2.537706 0.0 0.0 0.0 0.164
H 2.767954 4.579196 -1.244032 0.0 0.0 0.0 0.163
H 3.477025 4.277271 0.361341 0.0 0.1 0.0 0.197
H 4.317112 3.723292 -1.090987 0.1 0.1 0.0 0.200
```
Forces are in eV/Å.

Summary:
SMILES   CN(C)/C=N/c1ncc2c3ccccc3n(CCN(C)C)c2c1C#N
HOMO-LUMO gap   8.2 eV
DFT total energy   -29000.645 eV
Highest occupied orbital energy   -7.713 eV
Molar mass   334.4 g mol⁻¹
Charge   0
Energy relative to the best compared isomer or geometry (same formula, charge and spin)   198.5 kJ/mol

=====

Record 3
Density functional theory data (ωB97M-V/def2-TZVPD) for one molecule with the formula C19H22N6O3.

Structure (XYZ):
```
50
Properties=species:S:1:pos:R:3:forces:R:3:nbo_charge:R:1
C -2.664825 3.743887 3.393525 0.0 0.0 -0.1 -0.626
C -1.459803 3.147267 2.732274 0.1 0.0 0.0 0.002
C -1.535098 1.894970 2.136164 0.1 0.1 0.0 -0.219
C -0.443032 1.332564 1.497832 0.1 0.1 -0.1 -0.013
C -0.547580 -0.009971 0.836225 0.0 0.0 0.0 -0.640
C 0.757411 2.048462 1.465063 -0.3 0.3 0.1 0.166
N 1.873783 1.450863 0.824269 -0.1 -0.3 0.5 -0.647
C 2.528345 1.944051 -0.241128 0.4 -0.3 -0.4 0.669
O 2.348435 3.021085 -0.764175 0.0 0.2 -0.2 -0.608
C 3.560489 0.931793 -0.791411 0.0 0.5 0.2 -0.318
N 2.896045 -0.306914 -1.068948 -0.4 -0.6 -0.9 -0.201
N 2.729101 -1.236530 -0.096222 0.5 0.0 1.0 -0.108
N 1.965165 -2.157561 -0.529273 -0.2 -0.3 0.0 -0.202
C 1.582881 -1.874273 -1.793732 0.4 1.1 -0.4 -0.131
C 0.606340 -2.608067 -2.590959 0.1 -0.3 0.3 0.653
O 0.239252 -2.200710 -3.686377 -0.1 0.2 -0.3 -0.664
N 0.154127 -3.737620 -2.006473 0.1 -0.2 0.1 -0.587
C -0.980087 -4.472986 -2.522121 -0.1 0.0 0.0 -0.276
C -2.211943 -4.189973 -1.723521 -0.1 0.8 -0.4 0.256
C -2.941126 -3.046464 -1.573766 0.4 -0.5 -0.2 -0.302
C -3.965537 -3.349613 -0.644330 0.0 -0.5 0.2 -0.313
C -3.779903 -4.651002 -0.297188 -0.6 0.6 0.2 0.082
O -2.718756 -5.166660 -0.940019 0.3 -0.4 -0.1 -0.398
C 2.168478 -0.652952 -2.155394 -0.2 -0.7 0.4 0.382
N 2.105838 0.005630 -3.331001 0.0 0.3 -0.2 -0.801
C 0.866493 3.300396 2.067769 0.1 -0.1 -0.1 0.004
C 2.159920 4.051467 2.063658 0.0 0.1 -0.1 -0.645
C -0.256354 3.832326 2.687672 -0.1 -0.1 -0.1 -0.217
H -2.380785 4.545977 4.069855 0.0 0.1 0.1 0.215
H -3.336850 4.155561 2.640168 -0.1 0.1 0.0 0.221
H -3.212565 2.987672 3.951964 -0.1 0.0 0.1 0.217
H -2.467597 1.349547 2.163963 -0.1 -0.1 0.0 0.204
H 0.130636 -0.732346 1.292287 0.0 -0.1 0.0 0.222
H -1.559490 -0.397656 0.916964 -0.1 -0.1 0.0 0.223
H -0.294676 0.063150 -0.222043 0.1 -0.1 -0.1 0.219
H 2.048285 0.478114 1.060829 0.1 0.2 -0.1 0.423
H 4.016472 1.331263 -1.699254 -0.1 0.0 0.1 0.238
H 4.332198 0.744280 -0.041461 0.0 0.0 -0.1 0.248
H 0.469362 -3.923364 -1.065663 0.0 0.1 0.0 0.415
H -0.770727 -5.545625 -2.496854 0.0 0.1 -0.1 0.220
H -1.111262 -4.142787 -3.556892 0.0 -0.2 0.2 0.253
H -2.769135 -2.113743 -2.070458 0.1 0.2 -0.2 0.233
H -4.731078 -2.690068 -0.290497 -0.2 0.1 0.1 0.228
H -4.313871 -5.300307 0.367640 0.0 -0.2 0.1 0.203
H 2.219805 1.006653 -3.333159 -0.1 0.0 0.0 0.401
H 1.405778 -0.382354 -3.953357 0.0 0.1 0.0 0.440
H 2.983859 3.400012 2.352897 0.1 0.0 0.0 0.215
H 2.369275 4.424835 1.061627 0.1 0.0 0.0 0.250
H 2.116335 4.893374 2.749217 0.0 0.0 0.1 0.214
H -0.182027 4.804350 3.153813 0.0 0.1 0.1 0.204
```
Forces are in eV/Å.

Summary:
SMILES   Cc1cc(C)c(NC(=O)Cn2nnc(C(=O)NCc3ccco3)c2N)c(C)c1
HOMO-LUMO gap   9.3 eV
DFT total energy   -35143.823 eV
Highest occupied orbital energy   -8.621 eV
Molar mass   382.4 g mol⁻¹
Charge   0
Energy relative to the best compared isomer or geometry (same formula, charge and spin)   0.0 kJ/mol

=====

Q: Look up the highest occupied orbital energy of the second one.
A: -7.713 eV

=====

Q: Look up the HOMO-LUMO gap of the third one.
A: 9.3 eV

=====

Q: The highest HOMO-LUMO gap belongs to which entry?
A: C19H22N6O3